[1]
Molecular formula: C22H64CrO20
Method: DFT, the ωB97M-V functional and the def2-TZVPD basis

Geometry (Å):
H -20.7373 -6.3106 17.1850
C -24.7024 -5.9659 8.1526
H -21.1232 -5.2369 7.0206
O -17.7297 -2.9342 9.3510
H -25.3512 -5.6214 7.3472
H -21.3875 -5.0702 12.5344
H -24.5428 -8.9947 13.9204
C -24.9022 -8.0103 13.6205
H -17.4108 -4.1958 10.9208
O -23.7033 -8.2254 11.3989
O -21.3007 -7.1459 14.7385
Cr -24.4260 -3.2813 11.9402
H -22.4984 -0.4688 12.4408
C -21.9123 -5.2638 11.5989
H -24.0152 -6.2347 13.3279
O -24.0920 -6.9112 14.0048
H -19.7039 -6.3672 4.8610
H -22.5136 -8.4986 15.8278
O -19.1516 -11.0043 10.1336
C -24.9177 -8.0113 12.1307
H -17.4174 -6.6607 7.9834
H -22.4718 0.2811 14.6002
O -21.9464 -10.0507 10.3441
C -23.4749 -2.8723 6.9924
H -17.3230 -3.2121 14.2811
O -22.3608 -2.3480 7.7550
H -22.7299 -5.4704 16.3874
H -25.0521 -8.2210 6.6452
O -17.9550 -6.4699 7.2112
H -19.4273 -5.9617 8.5293
H -23.3203 -7.3583 11.2471
H -19.5408 -4.7072 15.6456
H -23.4250 -2.2708 9.3002
H -19.9968 -9.8376 8.7022
H -14.0840 -2.6301 10.2429
C -20.7708 -9.4232 10.6691
H -20.7623 -8.6217 16.0910
H -17.8600 -2.4998 11.3122
O -22.7936 -6.0531 17.1476
H -21.7033 -6.3193 11.4246
O -24.0200 -2.2105 10.0512
H -20.5480 -6.9120 6.6830
H -22.1421 -6.8629 14.3731
H -18.8100 -4.5934 7.5661
H -24.8734 0.2352 11.4925
H -19.1665 -3.0306 13.1808
H -18.4942 -2.2232 15.3170
C -21.6315 -0.3255 14.2625
H -19.4389 -4.7435 13.2722
H -24.8797 -2.1802 5.4971
H -25.6895 -1.7507 9.2359
H -20.9792 -8.3594 10.5551
C -19.7041 -3.7325 15.1859
H -20.2337 -4.7451 10.3931
H -26.3826 -1.1663 12.7326
C -15.8190 -2.7010 11.0220
O -24.5106 -8.3283 7.4306
H -20.7767 -3.6487 15.0107
O -14.7915 -3.2716 10.1456
H -21.3166 -1.8130 12.6602
C -19.0278 -3.8988 13.8250
C -19.6017 -9.7716 9.7159
H -17.0690 -3.2608 8.7359
H -20.9445 0.4202 13.8625
H -21.7503 -4.6615 9.5145
H -15.5980 -2.9378 12.0627
O -23.3047 -5.1576 11.6625
O -23.0908 -1.6016 5.0281
H -23.5449 -1.3674 4.2153
H -18.9809 -11.0588 11.0768
H -25.6142 -7.2836 9.1956
H -21.6075 -2.2380 7.1702
H -25.4368 -7.1808 11.6524
H -23.9765 -5.1897 8.3946
H -24.3750 -0.5394 9.1519
O -25.5830 -6.3244 9.2177
H -22.6993 -9.5180 10.6104
H -18.8720 -8.9621 9.7310
H -20.5261 -9.5500 11.7237
C -19.0880 -5.6470 7.5424
C -23.9895 -1.8446 6.0290
H -21.2281 -3.3846 10.5494
H -23.1882 -7.4387 8.5839
C -23.8541 -7.1345 7.7764
C -22.1435 -1.2581 13.1034
O -19.1942 -2.6218 15.8392
H -21.6527 -7.4356 18.0987
H -24.2991 -0.9420 6.5557
O -19.9137 -5.5589 5.3346
C -21.5812 -7.9358 15.8744
C -21.2849 -4.4710 10.4816
H -21.1905 -0.7807 15.1493
O -25.8201 -1.5156 12.0376
O -23.1386 -2.1712 13.3343
H -24.2736 -3.1296 7.6881
H -15.9084 -1.6267 10.8606
H -25.9246 -8.0704 13.9936
O -17.6649 -4.0530 13.9686
H -25.6858 -8.7382 11.8666
C -17.2485 -3.1449 10.6812
C -20.2966 -5.8516 6.6645
H -23.2149 -6.8832 6.9300
H -26.5117 -0.0996 10.7980
H -23.2007 -3.8062 6.5016
C -25.5477 -0.5187 11.0863
C -24.9569 -1.1840 9.8106
C -21.6510 -6.9037 17.1473

Cartesian forces, eV/Å:
H 0.193 0.066 -0.412
C -0.660 -0.628 0.235
H -0.054 0.138 -0.183
O 0.448 0.450 0.416
H 0.231 0.111 -0.466
H -0.192 0.320 0.398
H 0.996 0.299 0.431
C 0.878 0.110 -1.419
H 0.010 -0.087 0.341
O -0.655 -0.167 0.889
O 0.317 -0.282 -0.258
Cr 1.685 -1.930 -0.862
H -0.222 -0.462 -1.260
C 0.040 -0.048 -0.276
H -0.232 -0.085 -0.796
O 0.108 -0.256 2.012
H 0.048 -0.008 0.162
H -0.079 0.112 -0.252
O 1.305 -1.701 -0.800
C -1.849 -0.666 -1.788
H -0.222 0.170 0.137
H -0.219 -0.124 0.120
O -0.657 -1.754 -0.796
C 0.330 0.176 -0.002
H 0.484 -0.177 0.019
O -1.066 -0.415 0.245
H 0.019 -0.016 -0.121
H -0.011 0.139 -0.151
O -0.813 0.241 -0.863
H 0.013 0.331 0.462
H -0.037 0.334 0.028
H 0.155 0.255 0.836
H 0.983 -0.260 -0.347
H 0.062 -0.267 0.000
H 0.411 -0.209 -0.326
C 0.246 2.127 -0.785
H 0.104 0.036 -0.330
H -0.266 -0.272 0.142
O 0.220 -0.345 -0.064
H 0.297 -0.254 -0.170
O 0.348 -0.890 2.565
H -0.451 -0.065 0.431
H -0.458 -0.224 -0.122
H 0.035 0.070 -0.039
H -0.039 0.042 0.011
H -0.594 0.488 -0.135
H -0.040 0.066 0.160
C -0.797 -0.570 0.113
H 0.149 -0.212 0.249
H -0.591 -0.557 0.703
H -0.888 0.922 -0.050
H 0.368 0.731 0.091
C -0.034 -1.093 -2.072
H 0.120 -0.201 -0.096
H -0.076 -0.114 0.252
C -0.315 -0.216 -1.524
O -0.835 -0.396 0.527
H -0.300 0.234 0.193
O -1.378 0.707 0.965
H 0.210 -0.190 -0.609
C -1.130 0.258 -0.241
C -1.961 0.526 1.610
H 0.247 -0.081 -0.111
H 0.234 -0.331 -0.282
H -0.117 -0.246 -0.015
H -0.117 0.014 0.052
O -2.078 2.676 0.967
O 1.956 0.536 -0.904
H 0.121 0.043 0.034
H -0.099 0.404 -0.010
H -0.150 -0.353 0.090
H 0.183 0.089 -0.118
H 0.353 0.967 0.554
H -0.310 0.289 0.577
H -0.886 0.959 0.132
O 0.455 0.707 0.213
H -0.084 0.094 0.279
H 0.425 0.013 0.170
H 0.500 -0.301 0.195
C 0.285 -0.491 1.368
C -1.727 -0.378 -0.323
H -0.441 0.256 0.563
H -0.048 0.252 0.263
C 1.063 -0.673 -1.118
C 0.617 1.576 1.843
O -0.078 0.595 0.927
H -0.333 -0.250 -0.089
H 0.212 0.325 0.324
O -0.678 0.805 -0.584
C 0.090 2.154 2.577
C 0.696 0.093 -0.592
H 0.058 -0.340 -0.249
O 0.640 -1.694 0.531
O 0.057 0.208 0.366
H 0.051 0.097 0.155
H 0.708 0.285 0.156
H -0.222 0.996 0.144
O 1.367 -0.419 0.053
H 0.521 -1.017 -0.333
C 0.225 -0.607 -0.110
C 1.796 -1.233 -0.840
H 0.273 0.499 -0.043
H 0.238 0.457 -0.125
H 0.159 0.064 -0.215
C 0.423 0.188 -1.915
C -0.203 -0.232 -0.781
C -0.074 -1.314 -0.902

Values from the calculation:
- Kohn-Sham gap (alpha / beta): 6.7 / 4.2 eV
- Charge: +1
- Maximum force: 0.0685 hartree/bohr
- HOMO level (alpha / beta): -0.4032 / -0.4032 Ha
- 2S+1: 6

[2]
Molecular formula: C18H23IN4O2Pd
Method: DFT, the ωB97M-V functional and the def2-TZVPD basis

Geometry (Å):
C -1.1999 -3.9088 3.3014
H 3.3671 0.1366 0.8098
C 1.6775 -0.1218 -0.5619
C 3.1586 0.0640 -0.2577
C 2.1555 -1.5006 -2.4937
H 4.0959 -0.5396 -2.7572
C -1.1888 3.0700 -1.8315
H -1.0408 -2.3438 4.7600
H -2.6170 3.7095 2.5231
H 1.3020 -0.9583 0.0513
C -1.2384 -1.8355 1.3960
C -1.1405 -1.5662 2.7708
H -1.4436 2.6964 -3.9226
H 4.8504 -1.1416 -0.5480
H -1.6294 2.1985 3.9265
H -0.8055 4.3157 -3.5112
H -1.3672 -5.2261 1.6193
H 3.4573 -1.9782 -0.2736
N -1.1542 -0.7827 0.4798
C -1.8154 3.9701 0.1699
N 3.8575 -1.1758 -0.7690
C -1.2960 -4.1968 1.9485
C -1.2733 1.7117 -1.3418
N -1.4324 4.1366 -1.1092
H -1.0570 -0.5317 3.0828
C -1.8013 0.3003 0.7238
C -1.6598 1.5653 0.0249
H 0.2266 2.8678 -3.4368
H -2.0113 4.8771 0.7319
C -0.7805 3.2572 -3.2620
C -1.9560 2.7400 0.7591
H -1.1845 -4.7127 4.0256
H 4.1988 -2.3081 -2.5148
H 1.7961 -2.4381 -2.0304
H 3.5874 0.9129 -0.7871
H -3.3120 2.0990 2.2982
O -1.3567 2.1232 3.0065
O -1.0149 0.7724 -2.1709
H 1.9584 -1.5891 -3.5601
C -1.1223 -2.5846 3.7072
I -1.4824 -3.7384 -1.0320
H 1.1057 0.7519 -0.2535
C 3.6604 -1.3979 -2.2488
C -2.3952 2.6915 2.1942
Pd -1.3227 -1.4118 -1.7556
N 1.4821 -0.3820 -1.9452
H 0.9705 0.2827 -2.5011
H -2.5054 0.3009 1.5611
C -1.3035 -3.1813 1.0039

Cartesian forces, eV/Å:
C -0.008 -0.014 -0.024
H 0.026 -0.020 -0.007
C -0.068 -0.078 0.034
C -0.128 0.031 0.055
C -0.046 -0.057 0.065
H 0.002 0.020 0.024
C -0.007 0.096 0.016
H -0.003 0.016 -0.007
H -0.001 0.006 0.005
H -0.022 0.005 -0.005
C -0.028 -0.211 0.140
C -0.009 0.009 -0.050
H 0.013 0.002 -0.012
H -0.011 -0.028 0.022
H 0.006 -0.012 -0.017
H -0.008 0.003 0.008
H 0.003 0.004 -0.008
H 0.004 -0.005 -0.001
N 0.108 0.181 -0.138
C -0.014 0.002 0.052
N 0.101 0.026 0.010
C 0.002 -0.026 0.006
C -0.086 0.021 0.093
N 0.028 -0.072 -0.098
H 0.004 -0.001 0.002
C -0.062 -0.125 0.078
C 0.057 0.092 -0.192
H -0.007 -0.009 -0.006
H -0.002 -0.017 0.018
C -0.006 -0.007 0.010
C -0.005 0.067 0.077
H 0.001 0.005 0.003
H 0.016 0.006 0.027
H -0.027 -0.002 -0.011
H 0.013 -0.012 -0.024
H -0.005 0.007 0.022
O -0.009 0.015 0.025
O 0.039 -0.092 0.048
H 0.030 0.021 -0.012
C 0.004 -0.008 0.034
I -0.029 -0.222 -0.012
H 0.036 0.019 -0.006
C -0.088 -0.075 -0.088
C 0.003 -0.016 -0.042
Pd 0.007 0.215 -0.058
N 0.613 0.337 -0.117
H -0.434 -0.255 0.041
H -0.006 0.017 -0.010
C 0.003 0.141 0.030

Values from the calculation:
- ΔE to the lowest compared entry with this formula, charge and spin: 29.43 kcal/mol
- Kohn-Sham gap: 4.7 eV
- Maximum force: 0.0138 hartree/bohr
- HOMO level: -0.1990 Ha

[3]
Molecular formula: C9H23N3
Method: DFT, the ωB97M-V functional and the def2-TZVPD basis

Geometry (Å):
H 2.6029 0.7314 0.4843
H -2.9846 0.6538 2.1807
C -2.4572 -1.8448 0.0023
C -0.6131 -0.5820 0.7690
H 1.1995 1.0878 1.3260
H 1.2526 -1.0041 1.1938
C 1.7558 1.2871 0.4266
C 3.3928 1.5796 -2.8728
C -2.6099 -0.3400 2.1309
H 1.1986 -2.5480 2.5912
H 3.9009 0.5788 -3.2218
H -3.5422 -1.7691 -0.2021
C 1.8517 1.6021 -2.7580
H -2.0098 1.5101 0.2415
H 3.6210 1.8172 -1.8998
H 1.9187 -0.5012 -1.6525
N -2.0327 -0.6451 0.7443
H -3.4568 0.4961 0.0050
H -0.5107 -2.6125 2.9064
C -2.4256 0.4606 -0.1128
H 0.1686 -1.3633 3.6525
H -3.4465 -0.9897 2.4157
H 1.5356 2.5586 -2.2762
H 3.5148 2.4224 -3.6378
H -1.8587 -1.9838 -0.9908
C 1.2354 0.3234 -1.7497
H 1.9464 2.3893 0.3109
H 1.4438 1.5691 -3.7706
H 0.2746 0.0823 -2.3572
H -2.1815 0.2946 -1.0824
H -2.2606 -2.6693 0.6023
N 0.2389 -1.1294 1.5448
C 0.2590 -1.9904 2.7013
H -1.8098 -0.4394 2.9815
N 0.8879 0.9679 -0.6263

Cartesian forces, eV/Å:
H 2.934 -1.561 -0.562
H -0.045 0.848 -0.348
C -0.232 -0.632 -2.196
C 2.284 0.352 -1.358
H -0.015 0.674 0.683
H -2.198 0.088 0.725
C -2.852 3.598 0.344
C -1.403 -0.885 -2.958
C 0.912 -1.580 2.405
H -0.390 0.126 0.750
H -1.236 2.043 0.580
H 0.658 0.008 0.054
C 0.408 -1.146 0.150
H -0.638 -2.405 -0.589
H 1.980 0.820 1.968
H 0.482 -0.387 0.160
N 0.442 0.925 1.644
H -2.070 0.344 -0.184
H -2.768 -2.262 -0.622
C 0.284 4.280 2.478
H 1.091 -0.445 -1.163
H 0.317 -0.188 -0.489
H 0.160 -0.777 -0.396
H 0.793 -1.152 1.279
H -1.067 0.653 1.866
C -2.292 2.584 -4.890
H 0.345 -0.833 0.630
H -0.625 -0.431 0.399
H 1.621 -0.291 1.107
H 0.948 -0.562 -2.795
H 0.190 -1.698 1.041
N 0.847 -0.006 -1.440
C 2.287 1.912 2.120
H -1.382 0.072 -1.886
N 0.231 -2.087 1.494

Values from the calculation:
- Kohn-Sham gap (alpha / beta): 8.8 / 6.2 eV
- Charge: +2
- Maximum force: 0.1164 hartree/bohr
- HOMO level (alpha / beta): -0.5907 / -0.6018 Ha
- 2S+1: 3

Q: Which of these has the lowest maximum force?
A: C18H23IN4O2Pd

Q: What is the formula in the first record?
A: C22H64CrO20